1.
This record from the Open Molecules 2025 dataset describes a structure of composition C3H2O3Pb. The level of theory is the ωB97M-V functional and the def2-TZVPD basis.

Computed properties:
Orbital gap (alpha / beta) (eV): 5.81 / 8.69
Electronic energy (eV): -14522.928
ΔE to the lowest compared entry with this formula, charge and spin (kcal per mole): 34.2
Charge: +1
Multiplicity: 2
HOMO (alpha / beta) (eV): -11.4 / -14.2
⟨S²⟩: 0.752
LUMO level (alpha / beta) (eV): -5.58 / -5.48

```
9
C3H2O3Pb the ωB97M-V functional and the def2-TZVPD basis
O -1.135 0.291 0.183
C -1.247 -1.028 0.059
C -0.782 -2.124 -0.182
O 1.088 0.156 0.090
C 0.077 0.846 0.091
O 0.056 2.101 -0.206
Pb 3.288 0.431 0.314
H -0.515 -3.166 -0.188
H -0.831 2.493 -0.160
```


2.
This record from the Open Molecules 2025 dataset describes a structure of composition C12H10CuN3. The level of theory is the ωB97M-V functional and the def2-TZVPD basis.

Computed properties:
Orbital gap (eV): 8.53
Electronic energy (eV): -61715.590
Multiplicity: 1
HOMO (eV): -8.3
LUMO level (eV): 0.23

```
26
C12H10CuN3 the ωB97M-V functional and the def2-TZVPD basis
Cu 0.018 -1.309 -0.504
N -0.017 -1.674 6.837
C -0.015 -1.716 5.688
C -0.016 -1.737 4.278
C 0.011 -2.932 3.561
C 0.012 -2.916 2.177
C -0.012 -1.729 1.417
C -0.043 -0.549 2.193
C -0.043 -0.535 3.571
H 0.036 -3.867 4.106
H 0.037 -3.872 1.662
H -0.060 0.410 1.686
H -0.060 0.398 4.113
N 0.039 3.401 -4.298
C 0.030 2.289 -3.531
C 1.082 1.361 -3.548
C 1.008 0.226 -2.776
N -0.035 -0.064 -1.983
C -1.031 0.837 -1.938
C -1.041 1.996 -2.673
H 0.796 3.591 -4.928
H -0.737 4.038 -4.284
H 1.953 1.553 -4.157
H 1.811 -0.496 -2.799
H -1.862 0.606 -1.287
H -1.862 2.690 -2.582
```


3.
This record from the Open Molecules 2025 dataset describes a cluster of 10 separate species, C22H61NO9S9 in total. The level of theory is the ωB97M-V functional and the def2-TZVPD basis.

Computed properties:
Orbital gap (eV): 8.97
Electronic energy (eV): -141229.332
Multiplicity: 1
HOMO (eV): -8.6
LUMO level (eV): 0.34

```
102
C22H61NO9S9 the ωB97M-V functional and the def2-TZVPD basis
C -1.421 -0.381 -1.291
C -0.474 0.441 -0.505
C -0.184 1.800 -1.227
C -1.458 2.370 -1.708
N -2.460 2.760 -2.120
H -2.381 0.045 -1.472
H -1.628 -1.371 -0.887
H -1.009 -0.473 -2.305
H 0.441 -0.109 -0.497
H -0.932 0.620 0.516
H 0.392 1.615 -2.100
H 0.384 2.499 -0.604
C 3.336 -0.517 -3.576
S 1.568 -0.679 -3.617
O 1.012 0.450 -4.474
C 1.550 -2.232 -4.524
H 3.728 -0.764 -4.579
H 3.699 -1.177 -2.739
H 3.612 0.485 -3.312
H 2.174 -3.010 -4.080
H 1.791 -1.979 -5.622
H 0.529 -2.539 -4.538
C 0.318 2.365 5.202
S 0.191 1.150 6.538
O -1.216 0.652 6.637
C 0.997 -0.191 5.570
H 1.354 2.488 4.836
H 0.001 3.285 5.621
H -0.295 1.986 4.393
H 0.506 -0.382 4.605
H 0.948 -1.138 6.105
H 2.002 0.091 5.296
C 0.494 -5.857 -1.134
S -0.703 -4.521 -1.522
O 0.087 -3.587 -2.346
C -1.632 -5.540 -2.711
H 1.057 -6.106 -2.031
H -0.035 -6.729 -0.768
H 1.120 -5.542 -0.320
H -2.177 -6.361 -2.217
H -0.995 -5.918 -3.512
H -2.442 -4.863 -3.086
C -4.048 0.954 -4.543
S -3.671 -0.792 -4.177
O -4.989 -1.457 -4.553
C -2.649 -1.014 -5.676
H -4.197 1.064 -5.602
H -3.236 1.665 -4.383
H -4.874 1.267 -3.905
H -1.801 -0.371 -5.773
H -3.443 -0.931 -6.443
H -2.303 -2.009 -5.690
C -3.579 1.003 1.909
S -2.947 0.101 3.394
O -1.436 0.327 3.434
C -3.748 1.264 4.577
H -3.185 0.632 0.996
H -3.494 2.038 2.112
H -4.686 0.795 2.000
H -4.782 0.941 4.671
H -3.622 2.303 4.392
H -3.281 1.028 5.522
C -2.365 6.300 -1.298
S -1.026 5.550 -0.334
O 0.176 5.419 -1.258
C -0.749 6.972 0.860
H -2.960 5.548 -1.870
H -1.996 7.055 -1.961
H -3.082 6.782 -0.716
H -1.576 6.916 1.515
H -0.759 7.859 0.220
H 0.152 6.725 1.398
C 2.884 -1.161 0.636
S 3.926 -1.957 2.015
O 4.994 -0.955 2.221
C 4.632 -3.244 0.965
H 2.076 -1.809 0.393
H 3.572 -1.032 -0.172
H 2.611 -0.197 1.053
H 5.388 -2.958 0.205
H 3.857 -3.764 0.398
H 5.030 -3.975 1.681
C 3.287 4.177 0.093
S 3.274 2.909 1.311
O 1.911 2.308 1.237
C 4.494 1.736 0.706
H 2.386 4.796 0.186
H 3.265 3.781 -0.915
H 4.132 4.844 0.266
H 4.764 0.980 1.402
H 5.412 2.419 0.662
H 4.162 1.213 -0.206
C -0.764 -4.539 3.491
S 0.625 -3.732 2.769
O 0.929 -4.407 1.490
C -0.251 -2.218 2.250
H -1.535 -4.673 2.758
H -1.167 -4.116 4.390
H -0.423 -5.580 3.698
H -0.938 -2.511 1.455
H 0.447 -1.601 1.695
H -0.678 -1.803 3.157
```